one.
Density functional theory data (ωB97M-V/def2-TZVPD) for the molecule C3H4N2O.

```
10
Properties=species:S:1:pos:R:3:mulliken_charge:R:1
O -0.43 0.82 -2.06 -0.514
N 0.20 0.00 1.28 -0.024
N 0.02 -1.04 -0.67 -0.635
C -0.17 0.30 -0.84 0.600
C 0.25 -1.18 0.62 -0.215
C -0.07 0.98 0.34 -0.537
H -0.42 0.07 -2.67 0.365
H -0.16 2.03 0.60 0.390
H 0.44 -2.12 1.12 0.393
H 0.34 0.14 2.27 0.178
```

Calculated values
2S+1 = 1
SMILES = Oc1c[nH]cn1
Total charge = 0
HOMO energy = -8.3 eV
LUMO level = 0.03422 Eh

***

two.
Density functional theory data (ωB97M-V/def2-TZVPD) for the molecule C3H4N2O.

```
10
Properties=species:S:1:pos:R:3:mulliken_charge:R:1
O -1.27 -1.38 0.33 -0.509
N 1.96 -0.46 -0.54 -0.316
N 0.90 0.87 -0.24 -0.329
C -0.50 0.83 -0.51 -0.196
C -1.42 -0.18 -0.19 0.003
C 1.64 0.02 0.54 0.058
H 2.09 0.15 1.59 0.219
H -0.70 1.64 -1.06 0.453
H -0.26 -1.63 0.51 0.363
H -2.45 0.15 -0.44 0.254
```

Calculated values
2S+1 = 1
SMILES = O/C=C\N1C=N1
Total charge = 0
HOMO energy = -8.6 eV
LUMO level = 0.01718 Eh

***

Which of them is the most stable, and which is the least stable? one and two, in that order.

***

one.
Density functional theory data (ωB97M-V/def2-TZVPD) for the molecule C3H4N2O.

```
10
Properties=species:S:1:pos:R:3:mulliken_charge:R:1
O -2.05 -0.31 -0.14 -0.379
N 1.47 -0.88 -0.06 -0.533
N -0.65 -0.28 0.13 0.177
C 1.33 0.54 -0.10 -0.352
C 0.24 -1.33 -0.04 -0.100
C 0.06 0.95 -0.08 -0.192
H -0.39 1.93 0.24 0.235
H 2.22 1.11 -0.01 0.394
H -2.26 0.63 0.00 0.346
H 0.02 -2.36 0.05 0.404
```

Calculated values
2S+1 = 1
SMILES = On1ccnc1
Total charge = 0
HOMO energy = -9.4 eV
LUMO level = 0.02442 Eh

***

two.
Density functional theory data (ωB97M-V/def2-TZVPD) for the molecule C3H4N2O.

```
10
Properties=species:S:1:pos:R:3:mulliken_charge:R:1
O -0.20 -2.41 0.04 -0.530
N 1.08 -0.64 0.91 -0.557
N 0.06 1.00 -0.28 -0.179
C 1.03 0.61 0.58 -0.044
C -0.81 -0.14 -0.48 -0.255
C 0.01 -1.23 0.22 0.455
H 1.75 1.34 0.95 0.382
H -1.81 0.02 -0.06 0.265
H -0.90 -0.53 -1.49 0.228
H -0.21 1.97 -0.40 0.233
```

Calculated values
2S+1 = 1
SMILES = O=C1CNC=N1
Total charge = 0
HOMO energy = -9.7 eV
LUMO level = 0.02297 Eh

***

three.
Density functional theory data (ωB97M-V/def2-TZVPD) for the molecule C3H4N2O.

```
10
Properties=species:S:1:pos:R:3:mulliken_charge:R:1
O -0.89 1.43 -1.48 -0.428
N -1.60 0.83 1.84 -0.401
N 1.25 -0.45 0.41 -0.640
C -1.01 0.29 1.00 0.182
C -0.14 -0.35 -0.01 0.230
C -0.25 0.42 -1.34 -0.091
H -0.50 -1.36 -0.22 0.267
H 1.35 -1.19 1.10 0.262
H 0.30 -0.06 -2.17 0.344
H 1.54 0.41 0.87 0.275
```

Calculated values
2S+1 = 1
SMILES = N#C[C@H](N)C=O
Total charge = 0
HOMO energy = -10.6 eV
LUMO level = 0.01362 Eh

***

four.
Density functional theory data (ωB97M-V/def2-TZVPD) for the molecule C3H4N2O.

```
10
Properties=species:S:1:pos:R:3:mulliken_charge:R:1
O 2.36 0.00 0.33 -0.560
N -1.02 -0.18 -0.29 -0.171
N 0.45 1.40 0.42 -0.528
C 0.23 -0.90 -0.13 -0.300
C 1.16 0.19 0.36 0.424
C -0.77 1.10 0.09 -0.049
H -1.94 -0.59 -0.23 0.258
H 0.15 -1.89 0.32 0.362
H -1.57 1.84 0.09 0.377
H 0.96 -0.97 -0.96 0.186
```

Calculated values
2S+1 = 1
SMILES = O=C1CNC=N1
Total charge = 0
HOMO energy = -9.4 eV
LUMO level = 0.02281 Eh

***

Which of them is the most stable, and which is the least stable? two and one, in that order.

***

one.
Density functional theory data (ωB97M-V/def2-TZVPD) for a structure of composition C2H3BrClN.

```
8
Properties=species:S:1:pos:R:3:mulliken_charge:R:1
Br 2.61 -3.12 1.01 -0.068
Cl 3.09 -2.09 -1.71 0.041
N 0.30 -0.62 -0.35 -0.369
C -0.01 -0.77 0.86 -0.376
C 3.72 -2.15 -0.21 0.018
H -1.04 -1.04 1.20 0.219
H -0.60 -0.48 -0.80 0.220
H 0.83 -0.65 1.61 0.315
```

Calculated values
2S+1 = 1
Total charge = 0
HOMO energy = -9.1 eV
LUMO level = -0.03105 Eh

***

two.
Density functional theory data (ωB97M-V/def2-TZVPD) for a structure of composition C2H3BrClN.

```
8
Properties=species:S:1:pos:R:3:mulliken_charge:R:1
Br -2.22 0.45 0.69 -0.033
Cl 0.42 1.74 1.52 -0.143
N 1.04 -1.65 -0.34 -0.427
C -0.51 1.00 0.18 -0.169
C 0.27 -0.71 -0.50 -0.168
H -0.19 -0.81 -1.50 0.325
H -0.33 1.58 -0.68 0.348
H 1.52 -1.59 0.64 0.267
```

Calculated values
2S+1 = 1
Total charge = 0
HOMO energy = -9.3 eV
LUMO level = 0.02250 Eh

***

Which of them is the most stable, and which is the least stable? two and one, in that order.